A 12-piece molecular cluster, C66H149N7O12 overall at a distorted geometry, computed with the ωB97M-V functional and the def2-TZVPD basis.

Cartesian coordinates (Å):
C: 22.44 15.60 17.84
O: 22.47 17.03 18.18
H: 22.98 15.41 16.92
H: 22.87 15.15 18.70
H: 21.41 15.30 17.67
H: 21.86 17.44 17.53
C: 22.93 18.59 24.06
O: 22.80 18.77 22.66
H: 23.89 18.14 24.34
H: 22.75 19.55 24.61
H: 22.11 17.85 24.30
H: 23.34 19.48 22.40
C: 15.04 20.55 14.37
O: 14.09 19.58 14.65
H: 15.00 21.22 15.21
H: 16.04 20.15 14.27
H: 14.82 21.11 13.48
H: 13.96 18.97 13.91
O: 19.60 17.30 22.79
H: 19.94 17.50 21.90
H: 19.57 16.38 22.85
O: 21.97 16.53 20.91
H: 22.31 16.96 20.13
H: 22.11 17.19 21.59
C: 14.22 19.21 10.61
C: 13.69 17.71 10.57
C: 14.19 17.18 9.23
C: 15.73 16.96 9.16
C: 16.16 16.09 10.35
C: 15.71 16.58 11.73
N: 14.27 16.83 11.59
O: 13.77 17.34 12.82
C: 15.83 15.34 12.69
C: 16.66 17.73 12.47
C: 12.22 17.66 10.61
H: 15.19 19.28 10.06
H: 14.23 19.62 11.62
H: 13.48 19.89 10.07
H: 13.69 16.22 8.99
H: 13.89 17.81 8.39
H: 16.33 17.92 9.22
H: 15.95 16.35 8.19
H: 17.22 15.86 10.24
H: 15.65 15.06 10.29
H: 15.65 15.62 13.71
H: 15.04 14.59 12.42
H: 16.87 14.93 12.75
H: 17.69 17.50 12.22
H: 16.37 18.70 12.05
H: 16.43 17.71 13.64
H: 11.80 17.44 11.62
H: 11.92 16.86 9.92
H: 11.91 18.69 10.37
H: 13.37 16.51 13.22
C: 17.34 12.25 24.20
C: 16.08 12.27 23.37
C: 16.31 11.59 21.95
C: 16.26 10.08 21.88
C: 15.01 9.64 22.59
C: 14.91 10.18 24.06
N: 14.92 11.62 23.95
O: 14.69 12.22 25.22
C: 13.47 9.73 24.44
C: 15.93 9.46 24.99
C: 15.82 13.80 23.11
H: 18.06 13.00 23.69
H: 17.74 11.26 24.15
H: 17.27 12.47 25.24
H: 15.46 11.92 21.27
H: 17.20 12.12 21.50
H: 17.18 9.78 22.43
H: 16.23 9.70 20.81
H: 15.05 8.47 22.70
H: 14.07 9.88 22.11
H: 13.12 10.03 25.40
H: 12.76 10.13 23.75
H: 13.35 8.62 24.46
H: 16.90 9.19 24.53
H: 16.11 10.02 25.92
H: 15.44 8.52 25.30
H: 15.98 14.45 23.88
H: 14.89 14.06 22.66
H: 16.50 14.05 22.32
H: 14.78 11.52 25.86
C: 12.13 16.58 15.59
C: 11.88 17.19 16.95
C: 10.33 17.12 17.15
C: 9.87 17.41 18.59
C: 10.64 16.56 19.61
C: 12.15 16.47 19.42
N: 12.47 16.23 17.94
O: 13.84 16.21 17.71
C: 12.84 17.72 20.07
C: 12.75 15.25 20.15
C: 12.27 18.71 17.00
H: 11.67 17.16 14.80
H: 11.81 15.55 15.59
H: 13.24 16.54 15.38
H: 9.80 17.81 16.50
H: 9.98 16.14 16.86
H: 8.80 17.23 18.68
H: 10.00 18.43 18.88
H: 10.19 15.53 19.57
H: 10.53 16.91 20.64
H: 13.89 17.74 19.85
H: 12.38 18.75 19.94
H: 12.87 17.51 21.19
H: 12.25 14.34 19.66
H: 13.86 15.21 20.01
H: 12.46 15.34 21.23
H: 11.89 19.24 16.14
H: 13.35 18.84 16.95
H: 11.96 19.21 17.91
H: 14.21 17.04 18.09
C: 17.19 22.23 20.57
C: 18.30 21.67 21.51
C: 19.49 21.23 20.68
C: 20.73 20.88 21.48
C: 21.12 22.05 22.36
C: 19.96 22.47 23.25
N: 18.81 22.70 22.34
O: 17.74 23.10 23.17
C: 19.59 21.54 24.51
C: 20.17 23.88 23.79
C: 17.69 20.43 22.26
H: 16.95 21.65 19.70
H: 17.48 23.24 20.29
H: 16.26 22.31 21.18
H: 19.14 20.40 20.08
H: 19.73 22.07 20.03
H: 21.47 20.60 20.71
H: 20.57 20.09 22.18
H: 21.41 22.89 21.76
H: 21.98 21.76 23.02
H: 19.76 20.53 24.07
H: 20.33 21.72 25.30
H: 18.56 21.66 24.88
H: 21.10 23.97 24.31
H: 20.16 24.60 22.98
H: 19.51 24.18 24.60
H: 18.32 19.57 22.36
H: 16.92 20.10 21.56
H: 17.16 20.71 23.18
H: 17.36 23.92 22.88
C: 19.83 18.40 16.68
C: 18.49 17.88 17.23
C: 17.78 17.16 16.10
C: 16.80 16.13 16.57
C: 17.33 15.22 17.65
C: 18.05 15.90 18.83
N: 18.98 16.94 18.30
O: 19.59 17.72 19.34
C: 16.98 16.40 19.77
C: 18.97 14.93 19.61
C: 17.71 19.13 17.72
H: 20.27 18.98 17.44
H: 19.64 18.99 15.85
H: 20.42 17.52 16.44
H: 17.25 18.01 15.62
H: 18.61 16.88 15.45
H: 16.60 15.57 15.70
H: 15.90 16.57 16.95
H: 17.91 14.45 17.13
H: 16.44 14.70 18.02
H: 17.34 16.90 20.64
H: 16.40 17.13 19.20
H: 16.37 15.57 20.09
H: 19.53 14.22 18.98
H: 19.61 15.45 20.35
H: 18.35 14.18 20.19
H: 17.91 20.00 17.13
H: 17.93 19.35 18.76
H: 16.58 18.94 17.71
H: 20.49 17.34 19.44
C: 11.62 12.23 13.48
C: 12.30 12.01 14.88
C: 12.25 10.48 15.20
C: 13.26 10.07 16.34
C: 14.67 10.66 16.00
C: 14.60 12.18 15.85
N: 13.66 12.43 14.74
O: 13.62 13.82 14.56
C: 14.30 12.80 17.23
C: 15.95 12.74 15.30
C: 11.52 12.70 15.97
H: 11.34 13.29 13.39
H: 10.71 11.62 13.41
H: 12.35 11.85 12.70
H: 11.24 10.18 15.56
H: 12.45 9.95 14.32
H: 13.31 8.98 16.49
H: 12.95 10.45 17.30
H: 15.04 10.30 14.98
H: 15.30 10.34 16.83
H: 13.57 12.42 17.86
H: 15.24 12.83 17.76
H: 14.10 13.84 17.26
H: 16.03 13.85 15.26
H: 16.72 12.49 16.05
H: 16.27 12.28 14.38
H: 11.75 13.78 16.02
H: 11.69 12.39 16.95
H: 10.43 12.64 15.78
H: 13.63 14.22 15.40
C: 22.68 16.41 11.94
C: 22.27 17.58 12.83
C: 22.96 17.38 14.21
C: 22.95 18.65 15.08
C: 23.54 19.87 14.31
C: 22.85 20.08 12.93
N: 22.92 18.75 12.24
O: 22.35 18.83 10.91
C: 21.40 20.62 13.01
C: 23.67 21.12 12.15
C: 20.76 17.61 13.02
H: 22.52 15.48 12.47
H: 23.81 16.46 11.81
H: 22.18 16.40 10.96
H: 22.43 16.63 14.73
H: 23.98 17.18 13.99
H: 23.62 18.49 15.98
H: 21.95 18.87 15.40
H: 24.52 19.53 14.08
H: 23.54 20.78 14.95
H: 20.94 20.48 12.03
H: 20.84 20.08 13.78
H: 21.47 21.69 13.34
H: 24.73 20.86 12.11
H: 23.33 21.26 11.10
H: 23.61 22.06 12.70
H: 20.27 17.87 12.04
H: 20.56 18.29 13.92
H: 20.48 16.62 13.43
H: 23.09 18.65 10.32

The value obtained for the lowest unoccupied orbital energy is 0.51 eV. The spin multiplicity is 1. As for the HOMO-LUMO gap: 8.85 eV. As for the electronic energy: -105846.970 eV. The SMILES is CC1(C)CCCC(C)(C)N1O.CC1(C)CCCC(C)(C)N1O.CC1(C)CCCC(C)(C)N1O.CC1(C)CCCC(C)(C)N1O.CC1(C)CCCC(C)(C)N1O.CC1(C)CCCC(C)(C)N1O.CC1(C)CCCC(C)(C)N1O.CO.CO.CO.O.O. Its total charge is 0.

Löwdin atomic charge list, values in e, 8 entries: -0.0766 -0.1670 0.0697 0.0712 0.0652 0.0368 -0.1290 -0.1327